# 1
Formula: C6H12F3P
Source: OMol25
Level of theory: ωB97M-V/def2-TZVPD

XYZ file:
```
22
Properties=species:S:1:pos:R:3:forces:R:3:mulliken_charge:R:1
C 2.086413 -0.716861 0.769099 -0.27 0.26 -0.11 -1.1022
C 1.878084 0.693245 0.179944 0.20 -0.31 -0.07 -0.3707
C 1.664878 0.706749 -1.340328 -0.02 -0.06 0.06 -0.7910
P -0.119694 0.734274 -1.843130 -0.09 0.22 -0.12 -0.0486
C -0.956418 -0.377738 -0.616370 -0.28 -0.04 0.10 -0.6503
C -1.984470 0.444059 0.173506 0.32 -0.30 -0.26 -0.7498
C -2.594064 -0.333022 1.305143 -0.36 -0.07 0.37 0.8532
F -1.669255 -0.686296 2.237227 -0.42 0.13 -0.35 -0.2599
F -3.175785 -1.484184 0.870436 0.23 0.56 0.29 -0.2731
F -3.557797 0.386656 1.950509 0.58 -0.50 -0.34 -0.2755
H 2.126308 -1.447639 -0.032755 0.14 -0.22 -0.03 0.3353
H 3.002296 -0.769144 1.346034 0.17 -0.08 0.04 0.3219
H 1.273059 -1.008108 1.427672 -0.06 -0.05 0.14 0.2659
H 1.044295 1.182785 0.677508 -0.07 0.18 0.12 0.2192
H 2.763846 1.282567 0.395461 0.05 0.19 0.08 0.4042
H 2.186201 -0.126949 -1.802498 0.08 -0.13 0.01 0.4396
H 2.106297 1.610128 -1.751971 -0.01 0.15 -0.13 0.3607
H -0.065030 -0.158101 -2.935240 0.07 -0.08 0.03 0.0233
H -1.466190 -1.180221 -1.141727 -0.05 -0.07 -0.12 0.5231
H -0.261093 -0.853060 0.066397 0.12 0.01 -0.01 0.1406
H -2.777231 0.763051 -0.495240 -0.22 0.09 0.02 0.3323
H -1.504648 1.337811 0.560322 -0.10 0.13 0.29 0.3015
```
Positions in Å, forces in eV/Å.

The calculation puts the HOMO-LUMO gap at 9.98 eV. For the LUMO energy, the calculation gives 0.97 eV.

# 2
Formula: C42H36FP2Tl
Source: OMol25
Level of theory: ωB97M-V/def2-TZVPD

XYZ file:
```
82
Properties=species:S:1:pos:R:3:forces:R:3:mulliken_charge:R:1
C 0.624271 -1.645732 -2.781978 -0.38 0.38 0.09 -0.9268
C -0.390078 -2.076049 -1.899682 0.03 0.20 -0.40 0.6258
C -1.736036 -2.018085 -2.317648 0.37 -0.11 0.25 -0.4857
C -2.055570 -1.578235 -3.604573 0.15 0.05 0.00 -0.7608
C -1.046927 -1.100920 -4.448622 0.01 -0.17 0.13 -0.6449
C 0.286039 -1.102614 -4.021181 0.01 -0.26 -0.11 -0.6902
P 0.010988 -2.402813 -0.150559 0.24 -0.32 -0.44 0.8187
C -1.276652 -3.521153 0.479396 -0.39 0.02 0.75 0.3346
C -2.311846 -3.021395 1.303097 0.28 -0.16 -0.43 0.1201
C -3.357915 -3.861987 1.692884 0.06 -0.11 -0.11 -0.6793
C -3.374032 -5.199767 1.268259 0.16 0.30 -0.07 -0.5199
C -2.313608 -5.713774 0.508487 -0.03 0.20 0.11 -0.6174
C -1.247047 -4.887307 0.142719 -0.14 0.17 -0.08 -0.5751
Tl 0.544790 0.104238 0.926624 -2.06 0.28 1.99 1.4316
P 0.198078 2.631520 -0.238018 0.61 -0.61 1.45 0.8459
C -1.183254 2.452067 -1.417141 0.00 -0.40 -0.76 0.3967
C -1.042794 2.741059 -2.793430 -0.16 0.08 0.48 -0.3659
C -2.116759 2.502417 -3.657875 0.13 -0.20 -0.07 -0.7418
C -3.274724 1.862457 -3.207184 0.15 0.26 0.23 -0.4040
C -3.438713 1.600787 -1.843021 0.22 -0.09 0.12 -0.8900
C -2.395153 1.868402 -0.953356 0.52 0.28 0.08 -0.4062
C -0.110606 3.919611 0.957182 -0.42 0.43 0.49 0.6005
C 0.795763 3.999618 2.040234 -0.40 0.08 -0.36 -0.7428
C 0.550777 4.891644 3.077702 0.06 0.00 -0.10 -0.6256
C -0.580178 5.721028 3.034919 -0.02 -0.20 -0.24 -0.5231
C -1.467324 5.654781 1.950472 0.12 0.11 0.21 -0.6339
C -1.250550 4.747357 0.911365 0.43 -0.18 0.13 -0.5000
C 1.899409 2.884148 -0.859259 -0.16 0.01 -0.65 0.7439
C 2.908299 1.903264 -0.705183 -0.63 0.22 -0.76 -0.0826
C 4.003568 1.898413 -1.568305 0.14 0.16 0.30 -0.8089
C 4.201427 2.968572 -2.449355 -0.32 0.08 0.07 -0.5276
C 3.274634 4.019561 -2.497266 0.16 -0.04 0.14 -0.6762
C 2.120755 3.982961 -1.710872 0.11 -0.48 -0.08 -0.4536
C 1.619828 -3.239078 -0.067890 0.57 -0.17 -0.03 0.6042
C 2.123815 -3.953733 -1.169083 0.12 0.04 0.15 -0.1109
C 3.425527 -4.462817 -1.140561 -0.03 -0.01 0.23 -0.8083
C 4.219162 -4.307087 0.003026 -0.26 0.21 -0.07 -0.5997
C 3.711532 -3.630482 1.121926 -0.07 -0.10 -0.04 -0.7512
C 2.419079 -3.101515 1.093539 -0.17 0.11 -0.50 -0.3377
H 1.681465 3.355403 2.038031 -0.25 0.25 0.15 0.3726
H 1.253282 4.945133 3.913677 -0.30 0.04 -0.28 0.4489
H -0.761570 6.419656 3.855565 0.02 -0.22 -0.34 0.4244
H -2.328874 6.326892 1.917347 0.29 -0.29 0.01 0.4283
H -1.939023 4.683396 0.063933 0.20 0.06 0.34 0.4274
H -0.100110 3.147546 -3.180101 -0.48 -0.08 0.16 0.4063
H -2.038602 2.804770 -4.704370 0.07 -0.26 0.29 0.4290
H -4.051419 1.556121 -3.912400 0.20 0.36 0.23 0.4746
H -4.384552 1.185369 -1.477017 0.50 0.06 -0.12 0.4086
H -2.491434 1.621817 0.113799 -0.11 0.17 -0.43 0.5225
H 2.803662 1.108472 0.044635 0.03 0.10 -0.29 0.3644
H 4.700805 1.055428 -1.556768 -0.11 0.46 0.16 0.4563
H 5.088976 2.984903 -3.087441 -0.39 -0.01 0.17 0.4190
H 3.429994 4.860779 -3.172713 0.04 -0.22 0.21 0.4208
H 1.375160 4.781234 -1.772392 0.25 -0.26 -0.08 0.4951
H 1.512431 -4.103112 -2.062503 0.20 0.11 0.29 0.4767
H 3.815603 -4.977162 -2.023168 -0.13 0.13 0.38 0.4241
H 5.240202 -4.695662 0.020245 -0.38 0.11 0.00 0.4165
H 4.333530 -3.513868 2.016172 -0.31 -0.06 -0.37 0.4599
H 2.016997 -2.568489 1.964691 0.23 -0.20 -0.25 0.1744
H -2.272845 -1.974715 1.624590 -0.19 -0.37 -0.09 0.4472
H -4.170282 -3.473748 2.317064 0.37 -0.17 -0.27 0.4226
H -4.222057 -5.838599 1.530862 0.38 0.21 -0.05 0.3999
H -2.322993 -6.762629 0.196980 0.06 0.42 0.17 0.4231
H -0.399376 -5.301369 -0.408952 -0.32 0.13 0.07 0.3584
H -2.506133 -2.331943 -1.608883 0.08 0.04 -0.37 0.4603
H -3.090231 -1.600142 -3.960524 0.38 0.02 0.24 0.4761
H -1.303922 -0.751949 -5.453025 0.12 -0.05 0.40 0.4326
H 1.074235 -0.690567 -4.660514 -0.34 -0.28 0.19 0.4578
H 1.667277 -1.635565 -2.461165 -0.26 -0.08 -0.12 0.5087
H 0.937022 0.589163 -1.357411 -0.77 -0.72 -0.65 1.0069
H 0.260629 0.210912 -1.363353 0.94 0.44 -0.84 -1.3437
F -0.776855 -0.498297 7.160836 0.21 0.19 -1.63 -0.3009
C -0.629207 -0.368613 5.799166 -0.05 -0.08 1.11 0.2367
C -0.759190 0.894625 5.231336 -0.19 -0.16 -0.75 -0.7749
C -0.618324 1.014232 3.830710 0.11 0.46 0.96 -0.1274
C -0.269445 -0.104717 3.102141 0.50 -0.08 -1.31 -0.0099
C -0.205904 -1.366419 3.660579 0.18 -0.38 0.83 0.1663
C -0.372932 -1.512297 5.052979 -0.16 0.14 -0.71 -1.1110
H -0.977297 1.760616 5.849376 -0.06 -0.20 -0.07 0.4881
H -0.796572 1.976069 3.344423 0.31 -0.18 0.28 0.4147
H -0.056298 -2.253313 3.039388 0.15 0.20 0.28 0.3878
H -0.313777 -2.488702 5.524384 -0.05 0.20 0.00 0.4984
```
Positions in Å, forces in eV/Å.

Its total charge is +2. The calculation puts the HOMO-LUMO gap (spin up / spin down) at 6.12 / 6.12 eV. For the LUMO energy (spin up / spin down), the calculation gives -7.64 / -7.64 eV.

# 3
Formula: C5H7NO
Source: OMol25
Level of theory: ωB97M-V/def2-TZVPD

XYZ file:
```
14
Properties=species:S:1:pos:R:3:forces:R:3:mulliken_charge:R:1
C -1.096983 -1.144429 1.019748 0.13 0.04 -0.01 -0.8933
C 0.041743 -0.495597 0.817114 -0.14 0.08 -0.05 0.6158
C 0.330970 0.721796 0.039735 0.01 -0.13 0.10 0.5398
N -0.621034 1.388248 -0.656332 0.05 0.10 0.07 -0.4018
C 1.673191 0.930963 0.158037 0.05 0.03 -0.05 -0.3725
C 2.279841 -0.093625 0.985139 -0.47 0.15 -0.18 -0.5907
O 1.247744 -0.911696 1.349098 0.11 -0.08 0.07 -0.1781
H -2.028915 -0.803824 0.577773 0.18 -0.03 0.06 0.2065
H -0.443056 -1.865763 -2.432856 0.00 0.00 -0.01 0.2153
H -1.115614 -2.045154 1.623840 0.01 0.13 -0.07 0.2829
H -0.391410 2.293346 -1.036572 -0.03 -0.15 0.05 0.2242
H -1.595055 1.232296 -0.448696 0.17 -0.01 -0.02 0.1902
H 2.234457 1.741537 -0.291761 -0.06 -0.14 0.08 0.3715
H -0.315179 -1.195756 -2.140831 0.00 0.00 -0.03 -0.2097
```
Positions in Å, forces in eV/Å.

The calculation puts the HOMO-LUMO gap at 7.94 eV. For the LUMO energy, the calculation gives -0.39 eV.

# 4
Formula: C46H58BF2I2NO5STa
Source: OMol25
Level of theory: ωB97M-V/def2-TZVPD

XYZ file:
```
117
Properties=species:S:1:pos:R:3:forces:R:3:mulliken_charge:R:1
Ta 2.116284 2.092095 2.060833 -0.50 -0.44 0.04 0.8553
C 4.926955 0.568469 0.942457 0.06 -0.06 -0.03 -1.2133
O 3.482912 0.677489 0.815603 -0.10 0.19 0.06 0.4046
C 2.946508 -0.377267 0.040792 0.00 -0.08 0.03 0.4849
C 2.848320 -0.213266 -1.332093 0.00 0.00 -0.02 -0.2467
C 3.249484 1.069213 -2.022749 -0.03 0.01 0.01 -1.4561
C 2.011723 1.881377 -2.308485 -0.02 0.01 -0.02 0.3848
C 1.406849 1.800170 -3.552800 0.00 0.01 0.00 -0.3324
C 0.216115 2.458936 -3.851043 -0.01 0.01 0.00 -0.5580
C -0.366986 3.210236 -2.841292 0.01 -0.02 0.02 -0.2881
C 0.192802 3.310837 -1.569559 0.01 -0.02 -0.01 -0.5808
C -0.574453 3.984988 -0.463007 0.00 -0.01 -0.01 -1.3152
C -1.397752 2.910273 0.216676 -0.01 0.03 -0.05 -0.0956
C -2.454463 2.313488 -0.456579 0.00 0.00 0.00 -0.3593
C -3.159255 1.235260 0.069052 0.01 0.01 0.00 -0.1882
C -2.794940 0.783211 1.332639 0.00 0.00 0.01 -0.2663
C -1.761421 1.366897 2.056473 -0.01 -0.09 -0.04 -0.1462
C -1.423049 0.844183 3.431403 -0.03 0.00 0.01 -1.1206
C -0.655285 -0.454448 3.419643 -0.04 0.09 -0.02 -0.2775
C -1.135033 -1.575456 4.089350 0.03 -0.07 0.00 -0.2851
C -0.418213 -2.765621 4.147793 -0.02 0.04 -0.02 -0.2056
C 0.826915 -2.796355 3.517584 -0.04 -0.02 0.02 -0.7103
C 1.338510 -1.703331 2.840641 0.13 -0.01 -0.08 -0.4329
C 2.685317 -1.743264 2.163549 0.00 -0.01 0.05 -1.0417
C 2.566786 -1.549543 0.672476 -0.04 0.02 -0.04 -0.2197
C 2.009789 -2.559019 -0.105913 0.00 0.01 0.00 -0.2718
C 1.851138 -2.429355 -1.479359 -0.01 0.00 -0.02 -0.3686
C 2.295603 -1.248841 -2.069401 0.00 0.02 0.00 -0.2521
C 1.202421 -3.506699 -2.345120 0.01 0.01 0.00 2.2828
C 2.187548 -3.951726 -3.434637 -0.01 0.00 0.01 -1.7644
C -0.057000 -2.918130 -2.999121 0.00 -0.01 0.02 -1.5915
C 0.796358 -4.733335 -1.528704 0.00 0.01 0.00 -2.2476
C 0.572908 -0.546205 2.784661 -0.09 0.06 0.05 -0.1122
O 1.051639 0.542385 2.092923 0.38 0.41 -0.10 0.2070
C -0.934334 -4.010048 4.865498 0.02 -0.01 0.00 2.0235
C 0.052920 -4.401483 5.974408 -0.01 0.00 0.00 -1.6589
C -1.050249 -5.160114 3.854878 0.00 0.01 0.00 -1.6294
C -2.306795 -3.782707 5.498670 0.01 -0.01 0.00 -2.0749
C -1.067500 2.408324 1.462277 -0.03 0.02 0.05 0.1321
O -0.000975 3.012142 2.167663 0.20 -0.04 -0.09 0.2335
C -0.470986 4.084526 3.026730 -0.08 0.05 0.04 -1.4150
C -4.270485 0.590827 -0.757005 0.02 0.02 0.00 2.2470
C -5.351606 1.637022 -1.059672 -0.01 -0.01 0.00 -1.7453
C -3.670352 0.075744 -2.074681 0.00 0.00 0.03 -1.3476
C -4.920977 -0.584461 -0.028298 0.00 0.00 -0.01 -2.2711
C 1.379584 2.645064 -1.337039 0.04 -0.02 0.07 -0.1498
O 2.054860 2.845673 -0.075117 0.08 0.00 0.01 1.4188
C -0.402617 2.315447 -5.239132 0.01 0.00 0.00 2.0595
C -0.686979 0.829717 -5.504302 -0.01 0.00 0.00 -1.4382
C 0.582714 2.847150 -6.289133 -0.01 0.00 0.01 -1.8038
C -1.714993 3.088610 -5.366707 0.01 -0.01 -0.01 -2.0219
H 5.165264 -0.361270 1.456909 -0.01 0.00 0.00 0.3283
H 5.356596 0.564715 -0.057428 -0.01 -0.01 0.00 0.3393
H 5.281933 1.415632 1.511553 -0.01 0.02 0.00 0.3743
H 3.967885 1.626191 -1.426918 0.01 0.00 0.00 0.3129
H 3.734105 0.830041 -2.968866 0.01 -0.01 0.00 0.8473
H 1.896201 1.203159 -4.313279 0.00 0.01 0.00 0.5914
H -1.291806 3.740270 -3.023330 0.00 0.00 -0.01 0.8310
H 0.095502 4.482684 0.236769 -0.01 -0.01 0.01 0.0701
H -1.234303 4.741354 -0.888045 0.00 0.01 0.00 0.9240
H -2.710641 2.691179 -1.438741 -0.01 0.00 0.00 0.5544
H -3.318005 -0.048407 1.787174 0.00 0.01 0.00 0.7304
H -0.848182 1.584119 3.989002 0.01 0.00 0.01 0.2474
H -2.354225 0.682298 3.975929 0.01 0.03 0.02 0.6138
H -2.096308 -1.495569 4.578936 0.00 0.00 0.01 0.6056
H 1.427527 -3.698040 3.550172 -0.01 0.00 0.01 0.5440
H 3.335706 -0.981802 2.596953 0.01 0.00 0.01 0.1625
H 3.145369 -2.712447 2.360657 0.02 0.02 0.01 0.5988
H 1.687143 -3.460447 0.399051 0.01 0.00 -0.01 0.8103
H 2.198060 -1.111784 -3.140277 0.00 -0.01 0.00 0.4911
H 2.481494 -3.123681 -4.080634 0.00 0.00 0.00 0.2978
H 3.091727 -4.373699 -2.992431 0.00 0.00 0.00 0.3888
H 1.726145 -4.715780 -4.062425 0.00 0.00 0.00 0.4802
H 0.178508 -2.058242 -3.628569 0.00 0.00 0.00 0.2311
H -0.540636 -3.670901 -3.624220 0.00 0.00 0.00 0.4992
H -0.770620 -2.594072 -2.238289 0.00 0.00 -0.01 0.3679
H 1.658077 -5.202556 -1.050085 -0.01 -0.01 0.00 0.4375
H 0.062741 -4.482969 -0.759467 0.01 0.00 0.00 0.4233
H 0.341795 -5.471973 -2.189849 0.00 0.00 0.00 0.4400
H 1.043896 -4.620996 5.575513 0.00 0.00 0.00 0.3114
H 0.152432 -3.598187 6.706705 0.00 0.00 0.00 0.3758
H -0.303441 -5.293642 6.492172 0.00 0.00 0.00 0.4726
H -0.087101 -5.396703 3.400612 0.00 0.00 0.00 0.3115
H -1.414174 -6.059844 4.353989 0.00 0.00 0.00 0.4664
H -1.749657 -4.905770 3.056103 0.00 0.00 0.00 0.3617
H -2.279865 -2.990516 6.249189 -0.01 0.00 0.00 0.4078
H -3.061090 -3.530779 4.750535 0.00 0.00 0.00 0.4087
H -2.629342 -4.697753 5.996668 0.00 0.00 0.00 0.4303
H -1.370670 3.741167 3.533671 0.00 0.00 -0.01 0.3602
H 0.303912 4.307654 3.748309 0.01 -0.02 0.01 0.3926
H -0.691404 4.958808 2.416363 0.00 -0.01 -0.02 0.3387
H -4.951808 2.483910 -1.619004 0.00 0.00 0.00 0.2699
H -6.147141 1.188393 -1.657200 0.00 0.00 0.00 0.4782
H -5.792136 2.018939 -0.137032 0.00 0.00 0.00 0.4043
H -3.235870 0.886132 -2.663332 0.00 0.00 -0.01 0.1103
H -2.884946 -0.658461 -1.881726 0.00 0.00 -0.01 0.2601
H -4.444993 -0.400544 -2.678204 0.00 0.00 0.00 0.5382
H -5.387653 -0.270538 0.907250 0.00 -0.01 0.00 0.4383
H -5.700832 -1.012541 -0.659098 0.00 0.00 0.00 0.4376
H -4.199877 -1.375204 0.189085 0.00 0.00 0.00 0.3996
H 0.226652 0.233356 -5.484594 0.00 0.00 0.00 0.3133
H -1.373549 0.424985 -4.757142 0.00 0.00 0.00 0.1320
H -1.141923 0.707518 -6.488722 0.00 0.00 0.00 0.5358
H 1.528121 2.303731 -6.268647 0.00 0.00 -0.01 0.2968
H 0.156295 2.739430 -7.287767 0.00 0.00 0.00 0.4829
H 0.796728 3.903919 -6.120634 0.00 0.00 0.00 0.3899
H -2.468041 2.726668 -4.662596 0.00 0.01 0.00 0.2661
H -1.571597 4.158929 -5.207659 -0.01 0.00 0.00 0.4159
H -2.115288 2.955544 -6.372259 0.00 0.00 0.00 0.4390
I 2.682493 4.958732 2.105877 0.03 -0.16 -0.15 -0.2006
I 3.850522 3.834895 5.753061 0.03 0.04 0.02 -0.0404
O 1.557235 2.343853 4.074119 0.12 -0.08 0.03 -0.3347
S 2.977618 1.888265 4.568954 -0.04 0.00 0.22 0.1167
N 3.671511 1.812007 3.157632 -0.10 0.02 -0.09 -0.2900
F 3.082386 4.728404 -1.107605 -0.02 0.00 0.02 -0.1489
B 3.151919 3.800428 -0.172880 -0.02 0.06 0.13 0.1758
F 4.347366 3.288729 0.176318 0.04 0.04 -0.14 -0.2967
```
Positions in Å, forces in eV/Å.

Its total charge is +1. The calculation puts the HOMO-LUMO gap at 7.39 eV. For the LUMO energy, the calculation gives -3.66 eV.